The following is a quantum chemistry calculation of a structure of composition C4H5P, from OMol25.

Last column: Löwdin charge in e.
Geometry (Å):
C -0.7204 -0.2120 0.2204  -0.6176
C 1.6613 -0.4706 -0.0953  -0.0118
C 0.4598 -0.9385 0.0581  -0.2887
C -1.2329 1.2359 -0.0264  -0.3638
P -2.3948 -0.2120 0.2417  0.9417
H 2.5040 -1.2957 -0.1974  0.1048
H 1.9091 0.5144 -0.1942  0.0297
H 0.4020 -2.2878 0.2391  0.1895
H -1.2695 2.0077 0.6940  0.0230
H -1.3184 1.6586 -0.9401  -0.0068

Forces on atoms 1 to 6 (eV/Å):
-3.25 2.05 -0.73
3.17 -4.08 -0.57
-0.71 -5.50 1.47
-0.15 -2.58 2.20
1.35 -0.30 0.27
-1.58 2.20 0.25

***

The following is a quantum chemistry calculation of a cluster of 2 separate species, C4H13N2 in total, from OMol25.

Last column: Löwdin charge in e.
Geometry (Å):
C 2.2086 0.2984 -1.3344  -0.0146
C 1.4931 0.0432 0.0451  -0.1773
C 0.0930 -0.1209 -0.3253  0.1013
C -0.7867 1.0770 -0.3068  -0.2151
N -1.8287 1.3056 0.7493  0.0636
N -1.6560 -1.7556 1.3365  0.0601
H 1.6564 1.1359 -1.7702  0.0855
H 3.2498 0.5934 -1.2766  0.1052
H 2.0357 -0.5054 -2.0484  0.0938
H 1.9006 -0.8497 0.5309  0.1410
H 1.7081 0.8587 0.7304  0.1320
H -0.1683 -0.9185 -1.0143  0.1453
H -1.4359 0.9881 -1.1884  0.1405
H -0.2219 2.0090 -0.2770  0.1426
H -1.3634 1.5155 1.6208  0.0814
H -2.3476 -2.4605 1.5042  0.0460
H -2.2677 0.4072 0.9380  0.0461
H -0.7617 -1.9365 1.7442  0.0268
H -1.5074 -1.6851 0.3422  -0.0041

Forces on atoms 1 to 6 (eV/Å):
-1.67 0.46 -0.82
0.40 -1.05 0.97
1.21 2.53 -0.51
-1.76 0.03 -0.19
0.63 -0.92 0.17
0.14 1.19 -0.67

Computed properties:
total charge: +1

***

Calculated ΔE to the lowest compared entry with this formula, charge and spin, 2.289; 4.119 eV (same order as the records).